Entry from the Open Molecules 2025 dataset: C39H33AsBrF6N5O5SSeW as an isolated structure (ωB97M-V with the def2-TZVPD basis set).

Element x y z (Å)
1 W 0.2953 -0.3617 0.1619
2 C 3.8729 1.2175 -2.0075
3 C 2.8861 0.3584 -1.5892
4 N 1.7605 0.7800 -0.8980
5 C 1.6676 2.1462 -0.6912
6 C 2.6981 3.0638 -0.9945
7 C 3.8145 2.5758 -1.7059
8 C 2.5252 4.3935 -0.5741
9 C 1.3778 4.7804 0.1049
10 C 0.3202 3.9118 0.2991
11 C 0.4340 2.5875 -0.1653
12 N -0.5051 1.5566 -0.0777
13 C -1.8434 1.8253 -0.2852
14 C -2.4089 3.0377 -0.6920
15 C -3.7837 3.1467 -0.8654
16 C -4.6197 2.0667 -0.6916
17 C -4.0851 0.8036 -0.3756
18 C -4.8665 -0.3673 -0.2885
19 C -4.2442 -1.5482 0.0471
20 C -2.8764 -1.5693 0.2811
21 N -2.0764 -0.5025 0.1262
22 C -2.6881 0.6835 -0.1701
23 H 4.7160 0.8282 -2.5582
24 H 2.9301 -0.7086 -1.7786
25 H 4.5955 3.2527 -2.0062
26 H 3.3201 5.0974 -0.7599
27 H 1.3160 5.7825 0.4992
28 H -0.5325 4.2133 0.8883
29 H -1.7713 3.8831 -0.8924
30 H -4.1926 4.1032 -1.1482
31 H -5.6857 2.1634 -0.8229
32 H -5.9288 -0.3273 -0.4723
33 H -4.7912 -2.4724 0.1236
34 H -2.4080 -2.4968 0.5775
35 O 1.5532 -1.3227 -5.6813
36 C 0.9120 -1.1034 -4.5205
37 C 0.5501 0.1642 -4.0398
38 C -0.0009 0.2923 -2.7944
39 N -0.1648 -0.7776 -1.8956
40 C -0.0881 -1.9995 -2.5391
41 Br -1.1033 -3.3815 -1.7568
42 C 0.4566 -2.2037 -3.7742
43 H 1.6977 -0.4977 -6.1611
44 H 0.6736 1.0382 -4.6611
45 H -0.4188 1.2427 -2.4802
46 H 0.5051 -3.1923 -4.1969
47 C 7.5658 -6.3649 -0.8149
48 C 6.2820 -5.6203 -0.6652
49 C 5.7881 -5.3197 0.5989
50 C 4.5695 -4.6845 0.7521
51 C 3.8445 -4.3224 -0.3692
52 C 4.3195 -4.6055 -1.6382
53 C 5.5348 -5.2484 -1.7823
54 S 2.1603 -3.7818 -0.1826
55 O 1.3378 -4.6807 -0.9183
56 O 1.9759 -2.3462 -0.5209
57 N 1.9164 -4.0266 1.4218
58 C 0.8435 -4.8739 1.9059
59 C -0.5027 -4.1161 2.0410
60 C -0.1164 -2.6591 1.9326
61 O 0.3646 -2.0265 2.8552
62 O -0.1607 -2.1230 0.7415
63 H 7.9487 -6.6707 0.1550
64 H 8.3141 -5.7415 -1.3014
65 H 7.4159 -7.2473 -1.4340
66 H 6.3413 -5.6210 1.4763
67 H 4.1762 -4.5116 1.7375
68 H 3.7131 -4.3618 -2.4950
69 H 5.8912 -5.5004 -2.7694
70 H 2.2416 -3.3052 2.0528
71 H 1.1680 -5.2813 2.8653
72 H 0.7382 -5.6784 1.1775
73 H -0.9631 -4.3087 3.0090
74 H -1.1716 -4.3988 1.2273
75 F -0.8588 0.0343 2.2707
76 As -0.2392 1.3879 3.4916
77 F -1.4119 2.3776 2.6507
78 F 0.8819 1.6740 2.0970
79 F 0.4128 2.7211 4.3580
80 F 0.9152 0.2904 4.1169
81 F -1.4148 0.9142 4.6491
82 Se 2.4874 -0.4094 1.4912
83 C 3.7542 -1.5807 2.4475
84 C 3.4829 -2.1081 3.7067
85 C 4.4713 -2.8227 4.3649
86 C 5.7123 -3.0165 3.7826
87 C 5.9828 -2.4688 2.5377
88 C 5.0114 -1.7500 1.8681
89 H 2.5244 -1.9283 4.1712
90 H 4.2721 -3.2193 5.3466
91 H 6.4676 -3.5842 4.3031
92 H 6.9522 -2.5956 2.0839
93 H 5.2091 -1.3073 0.9015

## Properties
- Gap between HOMO and LUMO (alpha / beta): 5.32 / 5.82 eV
- E_HOMO (alpha / beta): -9.722 / -9.868 eV
- Multiplicity: 2
- Charge: +1
- M: 1215.4 g/mol
- Expectation value of S²: 0.786